[1]
24
Properties=species:S:1:pos:R:3:mulliken_charge:R:1 method="wB97M-V/def2-TZVPD" gap_ev=8.23 spin_multiplicity=1 e_above_lowest_kcal_mol=168.4 charge=+1 e_homo_ha=-0.494 total_energy_ev=-11943.61480
C -0.73 -2.02 -0.63 -0.17
C 0.55 0.70 -0.62 -0.06
C 0.57 1.74 -1.35 -0.75
C 1.19 -0.47 0.00 1.85
C 2.57 -0.53 -0.72 -1.45
C 1.12 -0.21 1.49 -1.55
C -2.47 0.58 0.77 -0.94
N 0.46 -1.69 -0.34 -0.52
N -1.88 -1.22 -0.69 -0.33
N -1.71 0.09 -0.42 -0.18
H -1.04 -2.97 -0.82 0.50
H -0.11 2.03 -2.18 0.27
H 1.21 2.49 -1.08 0.34
H 2.88 0.36 -0.98 0.46
H 2.62 -1.03 -1.74 0.35
H 3.25 -1.14 -0.13 0.34
H 1.63 -0.92 1.98 0.48
H 0.16 -0.37 1.91 0.31
H 1.59 0.70 1.66 0.46
H -2.35 -0.13 1.67 0.30
H -1.89 1.42 1.26 0.34
H -3.49 0.65 0.63 0.39
H -2.68 -1.33 -1.28 0.23
H -1.95 0.78 -1.17 0.33

[2]
10
Properties=species:S:1:pos:R:3:mulliken_charge:R:1 method="wB97M-V/def2-TZVPD" gap_ev="8.05 / 8.44" spin_multiplicity=1 e_above_lowest_kcal_mol=37.6 e_homo_ha="-0.272 / -0.281" total_energy_ev=-19128.26279
C -0.73 0.76 0.29 -0.51
C 0.75 -0.89 -0.69 -0.12
N 0.15 0.79 1.53 0.11
N 1.03 0.07 1.52 -0.28
N -0.53 -0.44 -0.39 -0.21
Cl 1.68 0.40 -1.50 -0.17
H -1.84 0.82 0.41 0.34
H -0.36 1.66 -0.33 0.28
H 0.95 -2.00 -0.74 0.33
H -1.11 -1.18 -0.11 0.23

[3]
62
Properties=species:S:1:pos:R:3:mulliken_charge:R:1 method="wB97M-V/def2-TZVPD" gap_ev=9.03 spin_multiplicity=1 e_above_lowest_kcal_mol=31.3 e_homo_ha=-0.309 total_energy_ev=-55974.83536
C -4.61 -0.83 -1.70 -0.77
O -4.42 0.18 -0.74 -0.43
C -3.33 0.99 -0.86 0.30
C -2.23 0.73 -1.66 -0.42
C -1.17 1.62 -1.71 -0.43
C -1.19 2.80 -0.98 0.32
C -0.08 3.80 -1.11 -1.09
C 0.55 4.20 0.24 -0.94
N 1.19 3.08 0.88 -0.07
C 2.48 2.80 0.72 0.71
O 3.32 3.52 0.20 -0.73
C 2.86 1.44 1.32 0.32
O 2.08 0.78 1.98 -0.70
N 4.14 1.13 1.05 -0.05
C 4.66 -0.20 1.16 -1.11
C 4.26 -1.04 -0.07 0.17
O 5.08 -2.18 -0.17 -0.49
C 4.27 -3.25 -0.62 -0.51
C 2.92 -2.96 0.04 -0.44
N 2.88 -1.51 0.05 0.36
S 1.84 -0.85 -1.10 1.33
O 1.99 0.58 -1.02 -0.51
O 2.08 -1.46 -2.39 -0.77
C 0.26 -1.37 -0.49 0.36
C -0.44 -2.35 -1.18 -0.57
C -1.65 -2.79 -0.67 -0.51
C -2.18 -2.22 0.48 -0.12
C -1.49 -1.18 1.12 0.01
C -0.25 -0.78 0.65 -0.54
O -2.02 -0.53 2.21 -0.55
C -3.40 -0.77 2.39 -0.22
C -3.69 -2.26 2.25 -0.59
O -3.36 -2.70 0.95 -0.48
C -2.29 3.05 -0.16 -0.12
C -3.34 2.16 -0.09 -0.52
H -3.87 -1.63 -1.60 0.19
H -4.58 -0.42 -2.71 0.38
H -5.60 -1.24 -1.50 0.26
H -2.18 -0.17 -2.26 0.43
H -0.31 1.39 -2.32 0.25
H -0.46 4.71 -1.59 0.45
H 0.71 3.38 -1.73 0.33
H 1.33 4.95 0.07 0.48
H -0.20 4.61 0.91 0.44
H 0.61 2.34 1.25 0.28
H 4.59 1.78 0.41 0.27
H 5.75 -0.18 1.22 0.45
H 4.23 -0.66 2.05 0.30
H 4.33 -0.42 -0.97 0.36
H 4.74 -4.18 -0.30 0.39
H 4.17 -3.22 -1.71 0.28
H 2.08 -3.36 -0.52 0.28
H 2.89 -3.33 1.07 0.34
H -0.02 -2.76 -2.08 0.59
H -2.21 -3.58 -1.15 0.48
H 0.32 -0.04 1.17 0.62
H -3.65 -0.41 3.38 0.40
H -3.97 -0.22 1.63 0.04
H -4.75 -2.48 2.39 0.39
H -3.10 -2.82 2.99 0.29
H -2.35 3.96 0.41 0.37
H -4.20 2.35 0.53 0.48

[4]
129
Properties=species:S:1:pos:R:3:mulliken_charge:R:1 method="wB97M-V/def2-TZVPD" gap_ev=4.59 spin_multiplicity=1 charge=-1 e_homo_ha=-0.106 total_energy_ev=-100726.87904
C -0.99 -2.37 -2.65 0.74
C -0.48 -1.37 -2.21 -1.57
C 0.01 0.07 -1.89 -0.07
C -1.16 1.12 -1.76 1.31
C -1.96 0.83 -0.47 -1.17
C -1.16 1.33 0.79 0.46
C -1.95 0.88 2.06 -0.11
Cl -3.57 1.73 2.16 -0.24
C -2.03 1.00 -3.04 -1.63
I -3.83 -0.24 -2.80 0.00
C -2.52 2.45 -3.52 0.05
C -2.80 2.46 -5.07 -1.04
I -4.45 3.04 -2.62 -0.13
H -1.66 -3.04 -3.16 0.55
H 0.63 0.03 -0.99 0.05
H 0.64 0.33 -2.75 -0.43
H -2.88 1.44 -0.49 0.49
H -2.17 -0.26 -0.31 0.21
H -1.17 2.44 0.81 0.03
H -0.12 0.96 0.80 -0.51
H -2.16 -0.19 1.92 -0.19
H -1.40 1.07 2.99 0.43
H -1.39 0.52 -3.81 0.64
H -1.74 3.16 -3.23 0.34
H -2.93 1.41 -5.38 0.28
H -3.73 3.01 -5.26 0.36
H -1.96 2.91 -5.64 0.27
C 0.77 -6.19 -4.00 -0.55
C -0.63 -5.88 -3.66 0.39
N -1.72 -5.63 -3.39 -0.46
H 1.19 -5.37 -4.58 -0.07
H 1.35 -6.31 -3.09 0.31
H 0.82 -7.10 -4.59 0.35
C -3.92 -3.19 0.80 -0.76
C -2.99 -3.01 1.93 0.33
N -2.29 -2.86 2.82 -0.51
H -3.37 -3.29 -0.13 0.24
H -4.52 -4.08 0.96 0.50
H -4.59 -2.33 0.74 0.26
C 2.74 2.94 1.86 -0.76
C 2.33 1.77 1.09 0.43
N 2.00 0.85 0.48 -0.63
H 3.51 2.67 2.56 0.21
H 3.12 3.70 1.18 0.10
H 1.89 3.35 2.40 0.41
C -2.55 6.54 0.05 -1.06
C -2.86 5.45 -0.88 0.37
N -3.14 4.59 -1.60 -0.15
H -1.94 6.17 0.87 0.27
H -2.00 7.33 -0.48 0.29
H -3.47 6.97 0.46 0.34
C -0.01 -4.42 0.79 0.01
C 0.42 -5.58 0.00 0.27
N 0.75 -6.47 -0.64 -0.54
H -0.44 -4.75 1.73 0.12
H 0.85 -3.78 1.00 0.20
H -0.75 -3.85 0.24 -0.17
C -7.77 -2.97 -1.55 -0.72
C -7.02 -3.83 -0.63 0.43
N -6.44 -4.50 0.10 -0.49
H -7.70 -3.36 -2.56 0.26
H -8.82 -2.92 -1.25 0.29
H -7.35 -1.96 -1.53 0.22
C -6.52 2.79 4.29 -0.62
C -7.87 3.13 4.75 0.34
N -8.93 3.40 5.11 -0.45
H -6.16 3.52 3.60 0.27
H -5.84 2.71 5.13 0.26
H -6.56 1.81 3.78 0.35
C -3.71 -4.64 -6.36 -0.42
C -4.60 -3.48 -6.24 0.27
N -5.31 -2.58 -6.15 -0.37
H -3.31 -4.70 -7.37 0.28
H -2.88 -4.53 -5.66 -0.01
H -4.25 -5.55 -6.12 0.26
C 3.46 -2.87 -5.35 -0.54
C 3.39 -4.30 -5.70 0.34
N 3.34 -5.41 -5.97 -0.46
H 3.38 -2.27 -6.25 0.29
H 2.63 -2.62 -4.69 0.15
H 4.40 -2.65 -4.85 0.30
C 1.13 5.26 -1.50 -0.14
C 2.19 5.62 -0.55 0.30
N 3.02 5.90 0.19 -0.48
H 1.55 5.14 -2.50 0.28
H 0.66 4.32 -1.20 -0.20
H 0.38 6.05 -1.53 0.24
C 7.21 3.58 2.80 -0.11
C 5.87 3.85 3.34 0.34
N 4.82 4.05 3.76 -0.46
H 7.48 4.36 2.09 0.32
H 7.94 3.56 3.60 0.23
H 7.22 2.62 2.29 -0.33
C 10.82 1.28 2.32 -0.63
C 10.05 1.60 3.54 0.43
N 9.45 1.85 4.48 -0.48
H 11.22 2.19 1.89 0.26
H 11.65 0.62 2.58 0.30
H 10.18 0.79 1.60 0.23
C -5.26 6.79 6.57 -0.86
C -5.72 5.67 5.75 0.21
N -6.08 4.79 5.10 -0.28
H -4.54 6.44 7.31 0.26
H -4.78 7.54 5.94 0.27
H -6.10 7.24 7.09 0.26
C 1.60 -2.76 4.39 -0.64
C 2.88 -2.68 3.68 0.41
N 3.88 -2.60 3.13 -0.45
H 1.54 -1.96 5.12 0.34
H 0.78 -2.67 3.68 0.10
H 1.52 -3.71 4.90 0.25
C 1.74 -7.38 3.97 -0.87
C 0.82 -6.24 4.11 0.54
N 0.10 -5.36 4.22 -0.50
H 2.16 -7.39 2.96 0.27
H 2.56 -7.29 4.68 0.30
H 1.21 -8.31 4.15 0.31
C 6.45 0.07 1.88 -0.57
C 7.72 0.20 1.14 0.49
N 8.71 0.31 0.57 -0.57
H 5.80 -0.65 1.38 0.38
H 6.65 -0.27 2.89 0.28
H 5.95 1.04 1.91 -0.08
C 2.74 2.37 -3.48 -0.54
C 2.73 0.96 -3.85 0.29
N 2.72 -0.15 -4.15 -0.38
H 2.65 2.99 -4.37 0.34
H 1.89 2.58 -2.82 -0.05
H 3.66 2.62 -2.96 0.33

[5]
126
Properties=species:S:1:pos:R:3:mulliken_charge:R:1 method="wB97M-V/def2-TZVPD" gap_ev=8.20 spin_multiplicity=1 e_above_lowest_kcal_mol=2.6 e_homo_ha=-0.300 total_energy_ev=-65572.51881
C 0.29 2.18 -4.01 -0.88
O 1.42 2.13 -4.85 -0.22
C 1.46 3.06 -5.92 -0.88
C 2.38 2.51 -7.02 0.64
C 2.50 3.54 -8.15 -1.51
N 2.01 1.22 -7.56 -0.75
H -0.01 3.20 -3.76 0.40
H 0.58 1.65 -3.11 0.09
H -0.63 1.74 -4.42 0.44
H 0.43 3.12 -6.29 0.41
H 1.73 4.07 -5.58 0.37
H 3.33 2.40 -6.49 0.14
H 1.53 3.85 -8.56 0.34
H 3.10 3.19 -8.98 0.40
H 2.98 4.47 -7.83 0.39
H 1.57 0.74 -6.77 0.30
H 1.16 1.35 -8.13 0.31
C -5.48 -3.54 -1.97 -0.83
O -4.63 -2.89 -1.05 -0.23
C -5.21 -2.87 0.23 -1.07
C -4.22 -2.22 1.22 1.99
C -2.93 -3.00 1.44 -1.76
N -4.84 -1.89 2.51 -0.80
H -5.99 -4.40 -1.53 0.33
H -4.88 -4.00 -2.75 0.25
H -6.18 -2.83 -2.41 0.28
H -6.13 -2.28 0.31 0.32
H -5.44 -3.88 0.59 0.41
H -4.03 -1.23 0.81 -0.68
H -3.00 -4.08 1.59 0.46
H -2.21 -2.62 2.17 0.33
H -2.32 -3.00 0.52 0.43
H -4.18 -1.43 3.13 0.15
H -5.04 -2.77 2.98 0.37
C 3.76 -0.38 1.45 -0.43
O 2.92 -1.34 0.87 -0.54
C 2.96 -1.29 -0.55 -0.12
C 2.10 -2.32 -1.32 0.24
C 2.40 -2.30 -2.80 -1.60
N 0.67 -2.18 -1.04 -0.44
H 4.82 -0.65 1.39 0.30
H 3.52 -0.19 2.50 0.36
H 3.67 0.55 0.88 -0.19
H 2.59 -0.30 -0.87 -0.14
H 4.00 -1.48 -0.87 0.38
H 2.41 -3.27 -0.86 0.39
H 2.10 -1.36 -3.28 0.17
H 1.79 -3.04 -3.32 0.40
H 3.43 -2.55 -3.02 0.45
H 0.35 -1.28 -1.37 0.22
H 0.46 -2.36 -0.07 0.19
C 1.70 3.23 -1.02 -0.53
O 2.96 3.20 -1.71 -0.29
C 4.04 2.83 -0.89 -0.19
C 5.32 3.30 -1.63 0.38
C 5.45 2.82 -3.05 -1.45
N 6.50 2.90 -0.84 -0.74
H 0.94 3.36 -1.79 -0.10
H 1.69 4.16 -0.44 0.39
H 1.60 2.33 -0.42 0.34
H 4.02 3.40 0.05 0.34
H 4.13 1.75 -0.69 0.06
H 5.37 4.40 -1.62 0.27
H 4.78 3.30 -3.77 0.26
H 5.28 1.74 -3.05 0.30
H 6.43 2.98 -3.49 0.44
H 6.29 2.76 0.14 0.26
H 6.81 1.99 -1.18 0.27
C 2.09 2.42 3.96 -0.51
O 1.37 1.60 4.86 -0.39
C 0.07 1.38 4.39 -0.21
C -0.66 0.33 5.23 -0.05
C 0.25 -0.90 5.56 -1.08
N -1.89 -0.17 4.56 -0.35
H 2.26 1.99 2.97 0.04
H 3.10 2.50 4.38 0.30
H 1.59 3.38 3.86 0.34
H -0.58 2.27 4.32 0.38
H 0.14 0.93 3.39 0.00
H -1.01 0.71 6.20 0.40
H 0.45 -1.47 4.65 0.00
H -0.32 -1.52 6.25 0.43
H 1.21 -0.54 5.91 0.47
H -2.36 -0.68 5.30 0.30
H -2.53 0.59 4.34 0.12
C -0.28 -6.59 4.80 -0.77
O 0.69 -5.64 4.44 -0.35
C 0.18 -4.55 3.72 -0.32
C 1.27 -3.95 2.88 0.62
C 2.61 -3.72 3.59 -1.37
N 0.85 -2.68 2.24 0.56
H -0.81 -6.97 3.92 0.32
H -1.05 -6.21 5.48 0.30
H 0.18 -7.41 5.35 0.28
H -0.71 -4.85 3.15 0.09
H -0.31 -3.76 4.32 0.19
H 1.46 -4.68 2.08 0.44
H 2.50 -3.01 4.41 0.13
H 3.27 -3.28 2.84 0.39
H 3.01 -4.65 4.01 0.44
H 1.70 -2.34 1.77 0.18
H 0.52 -1.98 2.89 -0.79
N -1.39 -0.07 0.81 1.35
C -1.14 0.74 -0.24 0.52
N -1.29 2.03 0.06 -0.07
O -0.96 0.29 -1.39 -1.04
H -1.34 -1.07 0.69 -0.74
H -1.54 0.23 1.76 -0.51
H -1.64 2.11 1.00 -0.01
H -1.40 2.74 -0.64 0.32
N -5.04 3.42 -2.13 -0.51
C -3.96 2.60 -2.23 0.59
N -4.13 1.27 -2.15 -0.16
O -2.82 3.04 -2.45 -0.65
H -5.97 3.07 -2.14 0.19
H -4.73 4.33 -2.43 0.25
H -5.03 0.87 -1.97 0.17
H -3.30 0.69 -2.13 0.09
N -4.80 3.26 1.23 -0.54
C -4.49 2.02 1.71 0.65
N -5.41 1.08 1.42 -0.28
O -3.46 1.82 2.35 -0.58
H -5.18 3.31 0.29 0.18
H -4.12 3.99 1.36 0.28
H -5.24 0.09 1.58 0.20
H -6.24 1.34 0.92 0.19

[6]
68
Properties=species:S:1:pos:R:3:mulliken_charge:R:1 method="wB97M-V/def2-TZVPD" gap_ev=6.32 spin_multiplicity=1 e_above_lowest_kcal_mol=0.0 charge=+4 e_homo_ha=-0.695 total_energy_ev=-177078.95772
Zr -0.08 0.07 0.52 1.43
Se -0.36 -2.04 -1.54 0.04
Se 0.46 -2.74 0.60 0.33
C 2.17 -1.90 0.27 0.42
C 3.35 -2.59 0.12 -0.77
C 4.51 -1.84 -0.11 -0.25
C 4.43 -0.46 -0.19 -0.88
C 3.19 0.16 -0.04 -0.20
N 2.08 -0.55 0.20 -0.02
C -2.13 -1.65 -0.89 0.20
C -3.26 -2.29 -1.35 -0.76
C -4.49 -1.85 -0.86 -0.32
C -4.54 -0.83 0.08 -0.77
C -3.35 -0.25 0.50 -0.34
N -2.16 -0.65 0.01 0.37
H 3.38 -3.67 0.17 0.55
H 5.46 -2.34 -0.24 0.50
H 5.30 0.15 -0.38 0.49
H 3.09 1.23 -0.11 0.50
H -3.20 -3.09 -2.07 0.57
H -5.41 -2.31 -1.20 0.49
H -5.48 -0.47 0.48 0.52
H -3.34 0.54 1.24 0.45
C 1.84 -5.09 4.79 -0.95
O 1.35 -3.75 4.56 -0.51
C 0.16 -3.59 3.98 0.70
C -0.57 -4.58 3.33 -0.36
C -1.83 -4.29 2.82 -1.07
C -2.38 -3.02 2.95 -0.75
C -1.67 -2.02 3.60 -0.32
C -0.40 -2.29 4.09 -0.02
N 0.35 -1.41 4.92 0.18
C 0.26 -0.17 5.24 -0.49
C -0.60 0.89 4.73 0.74
C -1.11 1.75 5.71 -0.88
C -1.97 2.79 5.39 -0.90
C -2.28 3.03 4.06 -0.98
C -1.73 2.23 3.06 -0.12
C -0.90 1.18 3.39 0.75
O -0.32 0.45 2.36 -0.09
H 1.10 -5.67 5.34 0.43
H 2.74 -4.98 5.39 0.29
H 2.09 -5.57 3.84 0.36
H -0.18 -5.58 3.26 0.53
H -2.40 -5.08 2.35 0.49
H -3.39 -2.83 2.61 0.59
H -2.13 -1.06 3.79 0.66
H 1.06 -1.94 5.43 0.29
H 0.90 0.12 6.07 0.58
H -0.85 1.58 6.75 0.54
H -2.38 3.41 6.17 0.47
H -2.93 3.85 3.79 0.52
H -1.93 2.47 2.02 0.46
N -0.37 7.04 -1.75 -0.31
C -0.75 6.20 -0.78 0.10
O -1.55 6.39 0.10 -0.51
C -0.19 4.79 -0.74 0.47
C 0.58 4.41 0.37 -0.64
C 0.79 3.08 0.61 -0.61
N 0.29 2.11 -0.20 0.02
C -0.40 2.48 -1.31 -0.37
C -0.66 3.80 -1.61 -0.47
H -0.77 7.97 -1.77 0.29
H 0.36 6.82 -2.41 0.22
H 0.96 5.16 1.05 0.55
H 1.34 2.75 1.48 0.52
H -0.76 1.69 -1.96 0.53
H -1.23 4.05 -2.49 0.53

[7]
11
Properties=species:S:1:pos:R:3:mulliken_charge:R:1 method="wB97M-V/def2-TZVPD" gap_ev=9.14 spin_multiplicity=1 e_above_lowest_kcal_mol=80.3 e_homo_ha=-0.322 total_energy_ev=-17457.63064
H 2.15 1.41 -0.42 0.32
N 2.50 0.28 -0.48 -0.55
C 1.81 -0.75 -0.10 0.10
N 0.44 -0.67 0.74 -0.40
C -0.53 0.08 0.13 0.20
N -0.08 1.39 0.23 -0.46
S -2.03 -0.26 -0.28 -0.37
H 2.40 -1.84 -0.50 0.29
H 0.19 -1.79 0.81 0.32
H 0.71 1.34 0.99 0.34
H -0.69 2.10 0.12 0.21

[8]
47
Properties=species:S:1:pos:R:3:mulliken_charge:R:1 method="wB97M-V/def2-TZVPD" gap_ev=9.91 spin_multiplicity=1 e_above_lowest_kcal_mol=39.9 e_homo_ha=-0.370 total_energy_ev=-32728.13131
N 0.88 -1.93 1.07 -0.51
C -0.46 -1.49 0.65 0.16
C -0.49 -0.61 -0.61 -0.07
C -0.76 -1.47 -1.84 -0.87
O -2.02 -2.17 -1.65 -0.65
C -1.02 -0.73 1.85 0.13
O -0.60 0.15 2.54 -0.76
O -2.23 -1.29 2.18 -0.54
H 1.57 -1.19 0.98 0.19
H 1.15 -2.75 0.57 0.36
H -1.08 -2.39 0.51 0.63
H -1.22 0.18 -0.55 0.05
H 0.49 -0.12 -0.73 0.27
H -0.83 -0.86 -2.76 0.48
H 0.02 -2.20 -2.01 0.36
H -2.43 -2.36 -2.49 0.32
H -2.65 -0.89 2.95 0.32
O 2.79 2.21 -3.52 -0.68
H 2.50 2.94 -2.97 0.28
H 3.52 1.77 -3.07 0.40
O 4.57 0.92 -1.88 -0.73
H 4.11 1.41 -1.15 0.44
H 4.21 0.04 -1.84 0.30
O 1.26 2.22 2.51 -0.68
H 1.62 2.35 3.41 0.29
H 0.63 1.48 2.57 0.48
O -3.74 -0.61 -0.20 -0.77
H -3.62 -0.97 0.68 0.32
H -3.22 -1.17 -0.81 0.40
O -0.06 4.16 1.14 -0.80
H -0.89 3.69 0.98 0.32
H 0.42 3.53 1.73 0.46
O 0.17 -4.38 -0.36 -0.67
H -0.61 -4.09 -0.84 0.30
H -0.14 -4.67 0.52 0.39
O -2.93 1.94 -0.36 -0.60
H -3.61 2.37 -0.88 0.29
H -3.21 0.99 -0.27 0.41
O -0.71 -4.31 2.25 -0.71
H 0.07 -3.77 2.46 0.38
H -1.44 -3.68 2.31 0.30
O 1.00 3.60 -1.29 -0.66
H 0.22 3.10 -1.53 0.27
H 0.72 4.01 -0.42 0.40
O 3.02 2.20 -0.08 -0.64
H 2.67 2.07 0.80 0.26
H 2.39 2.76 -0.55 0.37

[9]
11
Properties=species:S:1:pos:R:3:mulliken_charge:R:1 method="wB97M-V/def2-TZVPD" gap_ev=11.08 spin_multiplicity=1 e_above_lowest_kcal_mol=40.2 e_homo_ha=-0.384 total_energy_ev=-7660.71357
C 1.53 0.93 -0.78 -0.78
N 0.44 0.12 -0.27 -0.37
C -0.66 0.57 0.04 0.57
N -1.74 0.92 0.51 -0.53
H 1.26 1.40 -1.73 0.27
H 2.40 0.29 -0.95 0.25
H 1.81 1.72 -0.07 0.32
H -2.53 0.99 -0.12 0.26
C -0.80 -2.32 1.12 0.11
N -1.83 -2.70 1.49 -0.37
H 0.13 -1.93 0.75 0.27

[10]
11
Properties=species:S:1:pos:R:3:mulliken_charge:R:1 method="wB97M-V/def2-TZVPD" gap_ev=9.21 spin_multiplicity=1 e_above_lowest_kcal_mol=28.1 e_homo_ha=-0.299 total_energy_ev=-7765.30645
N -0.57 1.79 -0.19 -0.53
C -0.15 0.46 -0.13 0.62
C 1.14 -0.09 0.16 -0.51
C 1.00 -1.43 -0.02 -0.39
O -0.26 -1.76 -0.34 -0.30
C -0.98 -0.60 -0.33 -0.46
H -1.54 1.84 -0.48 0.24
H -0.37 2.33 0.64 0.23
H 2.00 0.42 0.59 0.37
H 1.70 -2.25 0.03 0.42
H -1.98 -0.69 0.07 0.31